Entry 1:
Density functional theory data (the ωB97M-V functional and the def2-TZVPD basis) for a 8-piece molecular cluster, C36H93N5O16 overall in a non-equilibrium geometry.

As for the SMILES: COCCNCCOC.COCCNCCOC.COCCNCCOC.COCCNCCOC.COCCNCCOC.OCCO.OCCO.OCCO. The total energy comes out at -79034.6595 eV. The energy above the lowest of the compared OMol25 structures with the same formula, charge and spin is 778.0 kJ/mol.

CARTESIAN COORDINATES (ANGSTROEM)
H -5.91976 4.59834 10.93329
C -1.60836 -2.86340 9.11504
H 12.17643 -0.76727 5.94699
O -4.55749 4.84272 9.64796
C 6.83737 3.14245 15.16448
H -2.65796 5.69507 6.94085
H 0.55211 1.51858 4.47299
H 9.17352 -4.77463 6.59207
H 7.53993 3.60520 12.47122
C 9.15716 5.23123 16.78975
N 11.64002 -0.35819 8.52645
H 13.37785 0.60441 8.36486
C 8.97227 -4.12317 5.74166
H 5.21411 0.27016 6.98174
H 10.68619 -5.62367 4.90595
H 4.06445 7.26637 9.12189
C 7.17653 2.60420 12.70366
H 15.03686 -6.56414 4.26079
H 6.51780 -2.41138 2.02831
H 12.65611 0.79784 6.22912
H 10.56142 -2.74781 5.42379
H 10.52003 -1.63324 7.18645
H -1.57136 2.51920 7.09116
H -3.71136 3.32002 8.02151
H -5.01898 6.13601 11.22270
H 3.15033 1.42909 7.98250
H 7.65949 2.07276 11.88365
H -3.88531 1.92289 10.17349
C -2.32683 3.00813 6.47608
H -3.69216 6.62347 9.18127
H 6.90721 0.42583 3.17475
H 5.99199 7.01601 6.25489
H 13.70318 -0.99929 8.42572
H -2.96938 2.16400 6.22570
H 2.85811 5.58499 9.44948
C 3.45063 1.60477 6.94951
N -3.27327 3.81166 7.25570
O 8.80678 4.81941 15.48250
H -2.97483 3.76819 4.66493
C 4.17804 2.10879 10.60362
O 8.39025 -1.54214 2.24786
C 12.98043 -0.22112 6.44035
H 7.04162 -1.12541 0.98530
H 6.07862 -3.01957 6.25023
O 3.56760 -0.84530 6.78409
C 14.41207 -0.24330 4.55218
C 10.79792 -1.60990 8.24017
H 5.29444 1.54393 12.75684
H 0.81871 3.20239 4.24710
H 2.56021 1.67990 6.32533
C -5.50646 5.50088 10.48306
H -0.55965 0.64158 10.43749
C 6.40731 -0.54063 3.11042
H -2.76172 1.19271 11.35636
H 10.21756 5.30748 17.03025
O 14.29090 -0.25726 5.94740
H 3.65986 3.57146 7.01826
C -2.86756 5.08429 7.81899
H 9.68322 -1.40701 10.08540
H 7.09178 2.70779 16.13114
O 5.03400 -0.45561 2.93011
H 8.71707 -2.21065 1.64132
H 6.73143 5.34184 15.56943
O -0.83373 -1.98990 8.35939
H 8.33719 -5.57818 4.34331
C 5.66405 6.37521 8.11684
O 6.67760 -4.78065 5.19807
C -2.50113 -2.22647 10.20432
H 0.47965 2.71417 5.79156
O -2.26616 1.00033 9.46065
H 7.87372 -3.80289 3.92520
C 7.42870 4.64124 15.11000
H 8.48504 2.36559 14.14570
H -1.80103 -1.64826 10.80734
H 11.38100 -2.50943 8.43753
H 3.95778 2.36242 9.56668
H 4.39485 1.05920 10.40502
C -1.97296 3.66857 5.08257
H -2.02183 4.92184 8.48715
H 1.03795 -2.83496 8.67135
H 4.78946 -0.23334 2.02878
H 8.57772 4.52860 17.38864
H 0.31913 -1.54196 9.81909
H 11.21108 0.47080 8.14059
H -5.00880 0.02210 9.72539
H -0.34460 1.44612 8.88827
H 8.52135 -3.23969 6.19358
H 7.51129 0.14985 9.83278
H 15.46251 -0.27437 4.26285
H 14.02186 0.61406 4.00374
C 12.97652 -0.32807 7.96797
O 4.24441 2.84216 6.79915
C 6.99942 -1.43356 2.02999
H 10.89312 -4.87582 3.46578
O 5.30313 7.12550 6.91450
C 4.23679 0.30149 6.50010
H 5.77417 -3.06437 4.53321
N 7.47979 2.26807 14.13714
C -0.97781 1.39875 9.77421
C 5.68592 2.48848 12.37912
H 1.24889 -1.27377 8.25710
H -2.11683 -3.43289 8.33707
H 8.73089 6.22936 16.89043
O -1.18093 2.71769 4.32665
O 13.10635 -5.63434 4.29469
H 5.89609 5.32940 7.91549
H 4.32520 0.26907 5.41418
H 12.82369 -4.34623 5.90384
H 3.36939 2.16539 11.33230
O 3.71190 5.34146 9.08433
H 13.05817 -3.58690 4.51580
C 11.07210 -4.67901 4.52282
C -3.30606 1.03456 10.42535
H 15.15410 -4.83725 4.06626
C -4.13815 -0.31455 10.28819
H -6.29569 6.11951 10.05584
H -1.62889 4.70270 5.09990
H -1.03797 2.33663 10.32634
O 5.34407 2.71656 11.01692
H 3.71231 -1.46983 6.06951
C 4.64470 6.35892 9.28907
H -4.87128 6.06840 8.02884
H 6.55699 6.76892 8.60238
H -0.91563 -3.57484 9.56458
N 10.22960 -3.67049 5.18161
H 6.44065 -1.00909 4.09405
C -4.05627 5.73239 8.66990
N -3.50579 -1.37092 9.47294
H -3.08013 -2.92053 10.81353
C 5.82790 -3.68735 5.42602
C 0.17231 2.49655 4.76868
C 12.56082 -4.49501 4.85652
C 7.40198 -0.81098 9.32984
H 13.92921 -1.13539 4.15327
O 8.51488 -0.92231 8.45530
H 7.41855 5.14761 14.14481
H -4.34258 -0.83414 11.22432
H 5.78550 3.12807 14.87904
H 7.14459 -1.53007 10.10750
H -2.96940 -0.80973 8.82684
H 4.91958 -4.23388 5.67973
C 9.56858 -1.72236 9.04833
C 8.02066 -4.58697 4.66799
C 14.52722 -5.62628 4.48165
H 5.17827 6.29212 10.23720
H 5.18386 3.37180 12.77381
H 14.74694 -5.59936 5.54894
C 0.52781 -1.88094 8.80437
H 6.57193 -0.97074 8.64166
H 9.26680 -2.76268 9.16980

Forces on atoms 1 to 2 (eV/Å):
H -0.615 0.608 0.669
C 0.098 -1.534 0.259



Entry 2:
Density functional theory data (the ωB97M-V functional and the def2-TZVPD basis) for a 16-piece molecular cluster, C36H96F6O18 overall in a non-equilibrium geometry.

Its net charge is -2. The total energy comes out at -92046.9720 eV.

CARTESIAN COORDINATES (ANGSTROEM)
H 5.26008 7.19201 1.51032
C 3.61438 6.27250 1.08037
O 2.47157 -4.09378 -0.25149
O 2.59129 3.04105 -3.21013
C 2.95793 -3.72567 1.02903
H 0.57048 3.43136 -3.16393
O 4.70029 6.54727 1.95066
H -4.24478 -0.81897 4.94079
C -0.83556 -2.47256 0.26758
H -2.48882 1.05788 -2.44196
O -1.20149 -5.34590 -3.03601
H 3.44919 1.45304 1.66513
C -1.13703 -6.14970 3.96638
C -3.45077 -5.36994 -0.23377
H 6.43553 -1.80142 -2.57474
H 4.26271 -4.27553 2.61312
H -1.70133 -2.22874 -0.34855
O -3.29098 5.89981 1.19498
O -0.36727 6.87591 -1.84022
F 1.21209 2.96359 -0.27959
C 1.79474 -7.78625 0.81594
F -4.56325 -5.18223 -3.02793
H -2.29083 -6.46484 1.20652
H 4.04086 -0.93174 -0.84132
O 0.29767 -6.14619 -0.07997
H 4.77586 0.77769 2.52949
F -3.31936 -4.14869 -4.48284
H -2.04720 3.96108 -2.56907
H -2.21833 -0.62017 -2.15268
C 4.91860 3.02852 -0.35160
O -3.06130 -2.53697 4.85376
F -0.76936 2.16171 -0.64359
H 3.16691 4.32073 1.96113
C -2.32051 3.88485 1.94254
H 0.67038 5.62942 -4.28820
C 3.70474 0.97185 2.60900
H 5.57930 2.08165 -2.20098
H 0.52830 7.21807 -1.89548
H -0.36886 6.69092 1.45808
H 4.95584 -4.59915 1.00352
H 3.35508 -1.07287 2.15604
H -0.23433 -3.26793 -0.17046
C -2.24882 -4.81148 -2.34624
H 0.82680 7.54654 0.44141
O 4.05999 -0.31204 -2.69979
H 2.41755 5.58287 -4.33088
H 1.91888 -0.22423 2.78033
H -3.36336 0.72627 1.59425
H 3.24436 0.06085 -2.33234
H -2.90913 -2.37222 5.78816
H 2.65725 -7.63711 0.16702
H 4.02423 6.00065 0.10625
C -2.35699 -0.40434 3.98822
H 1.87308 -7.10198 1.66128
C 5.62013 3.06088 -1.72042
C -0.98757 -4.88178 3.12589
H 2.38951 5.75427 2.73583
H -1.65265 -0.81817 3.26598
H -1.88229 -4.64447 2.54755
C -3.31273 -6.45714 0.82840
H -3.76890 -1.50333 0.59288
O -1.06190 0.14848 -3.59318
H -5.85488 -1.50216 0.80286
H -3.54500 0.41978 -4.80816
H -0.36300 -7.93817 0.66891
H 4.95320 -2.69331 -2.29012
O -4.96481 3.76508 -4.21764
H -1.74973 -0.19353 4.87100
C 4.04568 -4.62707 1.60248
H -4.28398 -0.76672 -0.86995
H -0.83785 8.06692 0.40553
H -3.13006 -1.21580 -4.48365
H 1.58654 4.41419 -5.28895
H 6.04729 -2.39697 -0.92918
H 6.67228 3.33615 -1.62726
H 1.55530 4.45253 -2.17720
C -4.25340 -0.60196 0.20968
C -0.20138 7.18723 0.50115
O 5.05738 4.04331 -2.56235
H -4.39331 4.15069 1.68026
H -3.99258 1.51919 0.11431
H -1.50791 -3.56711 4.47944
C 1.52432 4.95429 -4.34450
C 2.70068 5.29238 1.79958
H 0.32275 5.42032 -0.63254
H -3.53559 4.18530 0.11007
C -3.39682 -0.28382 -3.98588
C -2.35606 0.10388 -2.95981
C -4.17539 3.77549 -3.06222
H -2.67771 5.30811 -3.46528
F -3.98056 -3.17725 -2.71882
C 1.09183 0.56468 -0.72644
H -0.16759 -4.90685 2.40831
C -0.47610 6.16399 -0.61530
H 1.75315 -8.82127 1.15761
C 4.81319 -0.68309 -1.57508
H 3.00980 7.17248 0.93513
O -0.69107 -3.77834 4.01174
H -3.98297 6.33371 0.68863
C -3.53751 -1.32542 4.28180
H -1.24385 -6.98845 3.27725
H 0.44198 -8.13600 -0.81246
F 0.26821 1.75742 1.19552
H 2.29311 2.27079 -2.70203
H -2.21441 4.31525 2.93930
C -0.03917 -1.18449 0.50041
H 3.06490 -1.76948 4.19889
H -3.67442 -7.39264 0.40271
H -1.36466 4.04315 1.44365
H -4.63644 4.32153 -2.23457
C -3.50106 4.49831 1.15461
H 4.18475 3.73843 -2.85244
H -1.89739 -3.89218 -1.86241
O 0.19044 -0.53620 -0.71145
H -4.07951 2.75941 -2.66712
H 2.13011 -3.55385 1.72167
H 1.73016 -4.70203 -0.14725
O 3.36585 -0.85795 4.16753
C -3.45222 0.65881 0.51037
H -4.47243 -5.33539 -0.61938
H 1.83541 5.12161 1.15801
C 1.50585 3.99472 -3.16748
H -3.25095 -4.40172 0.23473
O -2.56805 -5.73329 -1.28571
C 2.99830 -0.34519 2.88784
H -1.44047 5.67631 -0.48400
H 0.92116 -1.48659 0.92854
C -2.74233 4.22404 -3.36639
O -5.58283 -0.58412 0.73548
H -2.02694 -6.04935 4.58811
H -2.47127 2.81971 2.11794
H -5.87892 3.74212 -3.92500
C 0.43453 1.87780 -0.13586
H -3.92176 -6.24815 1.71095
H 5.44047 0.10898 -1.15703
H 5.27218 2.20852 0.27723
H -0.54513 -5.95380 -0.51163
H -2.48931 3.69139 -4.28290
C -3.51890 -4.34518 -3.16432
C 5.64091 -1.97215 -1.84747
H -2.48997 0.55391 0.01072
C 0.46689 -7.52031 0.09040
H -0.41104 0.29136 -2.89263
O 1.48898 0.67912 -2.06450
H 4.91100 3.93525 0.25192
H -4.41415 -0.35898 -3.59689
H 3.87871 2.74192 -0.52584
H -4.05364 -1.55565 3.35002
H 3.54976 1.68960 3.41547
H 3.36825 -2.72726 0.86130
H -1.18698 -2.81148 1.24405
H 1.95678 0.32295 -0.09843
H -0.59203 -0.55287 1.20068
H -2.64092 0.58212 3.61881
H -0.24343 -6.24447 4.58214
H 3.73789 -5.67027 1.68031

Forces on atoms 1 to 2 (eV/Å):
H 0.130 -0.026 0.071
C -0.337 0.217 0.403



| no. | LUMO energy (eV) |
| --- | --- |
| 1 | 0.4 |
| 2 | 3.4 |